(1)
# C23H39BCl14F9N2O5P

A cluster of 8 separate species, C23H39BCl14F9N2O5P in total at a distorted geometry (wB97M-V/def2-TZVPD, the OMol25 dataset).

Each line ends with the Mulliken charge.
Cartesian coordinates (Å):
N (1.57691, -0.90545, -0.18306)  -0.280
P (1.73702, 0.61766, -0.28572)  0.169
O (2.87614, 1.29054, 0.63888)  -0.508
O (2.06859, 1.08318, -1.76750)  -0.404
C (0.17978, 1.48785, 0.14079)  0.006
N (-0.40720, 0.78421, 1.30244)  0.015
C (-1.75092, 0.56393, 1.12403)  -0.459
O (-2.43471, -0.15859, 1.80944)  -0.580
C (-2.19832, 1.44288, -0.05490)  0.297
C (-3.47630, 0.99429, -0.75033)  0.755
F (-3.71288, -0.31512, -0.51868)  -0.296
F (-3.36655, 1.11539, -2.09773)  -0.306
C (-4.79284, 1.74313, -0.33243)  0.622
F (-5.35051, 1.13466, 0.71530)  -0.306
F (-5.66728, 1.64535, -1.37596)  -0.242
C (-4.64532, 3.25580, -0.05550)  0.694
F (-4.20065, 3.41529, 1.20582)  -0.309
F (-3.76683, 3.80346, -0.91304)  -0.218
C (-5.98660, 4.04972, -0.16892)  0.528
F (-5.90082, 5.12909, 0.60671)  -0.267
F (-7.01313, 3.32537, 0.25587)  -0.223
F (-6.20229, 4.46066, -1.40659)  -0.232
C (-0.90849, 1.43631, -0.92135)  -0.535
C (-0.80667, 2.41747, -2.09583)  -1.444
B (-0.04542, 3.77304, -1.74930)  0.675
O (-0.77358, 4.89211, -1.37866)  -0.537
O (1.31694, 3.88199, -1.79579)  -0.532
H (2.23006, -1.32050, 0.47205)  0.240
H (2.48855, 1.97696, 1.19799)  0.350
H (2.83624, 1.66888, -1.79747)  0.333
H (0.40154, 2.49563, 0.52309)  0.623
H (0.10984, -0.01497, 1.66274)  0.141
H (-2.22198, 2.44056, 0.39199)  0.230
H (-0.84622, 0.39557, -1.27397)  0.726
H (-1.78704, 2.66999, -2.49064)  0.528
H (-0.26892, 1.91310, -2.90142)  0.127
H (-1.54264, 4.97900, -1.95191)  0.281
H (1.64090, 4.53981, -1.16810)  0.282
Cl (4.55714, -0.97169, -1.33842)  -0.015
C (5.40044, -2.04861, -2.47698)  -0.573
C (4.85166, -3.45108, -2.39911)  -0.445
Cl (5.24721, -4.25369, -0.85311)  -0.204
H (6.46415, -2.01422, -2.25469)  0.259
H (5.23577, -1.65388, -3.47843)  0.353
H (5.28167, -4.06236, -3.19082)  0.340
H (3.76904, -3.45440, -2.50197)  0.312
Cl (0.79147, -5.61038, -2.34570)  -0.207
C (0.95151, -5.92120, -0.59439)  -0.384
C (-0.15986, -5.28962, 0.20476)  -0.452
Cl (-0.04501, -3.51469, 0.19262)  -0.012
H (1.92303, -5.54559, -0.28195)  0.259
H (0.93231, -7.00156, -0.46119)  0.337
H (-0.08601, -5.61078, 1.24335)  0.139
H (-1.13864, -5.57042, -0.17672)  0.325
Cl (7.72356, -2.04191, 0.36110)  -0.142
C (9.14532, -0.97271, 0.23772)  -0.395
C (8.82826, 0.44205, 0.64574)  -0.447
Cl (7.74110, 1.23869, -0.52783)  -0.190
H (9.50878, -1.01462, -0.78613)  0.339
H (9.90883, -1.38036, 0.89677)  0.282
H (9.73978, 1.03276, 0.67670)  0.264
H (8.35304, 0.48039, 1.62146)  0.298
Cl (-4.64725, 1.92126, -5.65585)  -0.212
C (-5.95909, 1.25573, -4.64681)  -0.133
C (-6.99942, 0.53411, -5.46054)  -0.398
Cl (-7.95109, 1.64614, -6.47999)  -0.202
H (-6.39628, 2.07653, -4.08408)  0.229
H (-5.49699, 0.56141, -3.94706)  0.102
H (-7.69845, 0.03790, -4.78891)  0.267
H (-6.55186, -0.21213, -6.11152)  0.348
Cl (10.99283, 0.42754, 2.95904)  -0.153
C (11.16093, 0.05546, 4.69629)  -0.494
C (9.87219, -0.46330, 5.27968)  -0.484
Cl (8.61204, 0.79513, 5.33735)  -0.179
H (11.49087, 0.96106, 5.19798)  0.339
H (11.93844, -0.70050, 4.79013)  0.314
H (10.04320, -0.79561, 6.30205)  0.336
H (9.48256, -1.29689, 4.70076)  0.314
Cl (0.52864, -1.70398, 3.83833)  -0.208
C (-1.17069, -2.24651, 3.92419)  -0.281
C (-1.34135, -3.40432, 4.87083)  -0.550
Cl (-0.56934, -4.89682, 4.26387)  -0.192
H (-1.48437, -2.49967, 2.91582)  0.234
H (-1.76013, -1.39776, 4.26188)  0.303
H (-2.40156, -3.62077, 4.98810)  0.349
H (-0.91656, -3.18902, 5.84798)  0.353
Cl (-10.33697, -0.50772, 1.75597)  -0.192
C (-9.32790, 0.71151, 0.93626)  -0.231
C (-9.88892, 1.10774, -0.40425)  -0.330
Cl (-9.78706, -0.20874, -1.60226)  -0.198
H (-8.32288, 0.30730, 0.84381)  0.119
H (-9.29470, 1.58562, 1.58471)  0.285
H (-9.31775, 1.94446, -0.80361)  0.155
H (-10.93167, 1.40372, -0.32558)  0.402

Cartesian forces (eV/Å) of the 3 atoms listed first:
N -0.07 0.46 0.62
P -0.01 -0.86 -0.35
O -0.36 0.36 -0.04

Output
lowest unoccupied orbital energy = -0.012 eV
HOMO-LUMO gap = 9.08 eV
HOMO energy = -0.33401 hartree
calculated total energy = -9093.42996 hartree
2S+1 = 1

(2)
# C50H46Cl2IrN7O3S

A structure of composition C50H46Cl2IrN7O3S at a distorted geometry (wB97M-V/def2-TZVPD, the OMol25 dataset).

Each line ends with the Löwdin spin population.
Cartesian coordinates (Å):
Ir (-0.57269, -0.71460, 0.51605)  0.150
C (2.64172, 4.26223, 4.26808)  0.009
C (1.63401, 3.28978, 3.72301)  0.048
C (0.32492, 3.68202, 3.43416)  -0.008
C (-0.59186, 2.81581, 2.87928)  0.050
C (-0.26292, 1.47874, 2.60070)  0.025
N (-1.18530, 0.62774, 1.99252)  0.389
C (-2.51092, 0.74784, 2.39426)  0.026
C (-2.82275, 0.95724, 3.74822)  0.063
C (-4.11731, 1.14085, 4.17985)  -0.011
C (-5.18934, 1.08867, 3.28787)  0.069
C (-6.60548, 1.27958, 3.75157)  0.013
C (-4.90098, 0.81646, 1.96213)  -0.010
C (-3.59228, 0.66089, 1.51979)  0.067
N (-3.38944, 0.41678, 0.13249)  0.007
C (-4.21063, 0.79351, -0.85772)  0.004
C (-3.84074, 0.11786, -1.99895)  0.005
C (-2.76291, -0.66766, -1.61298)  0.007
N (-2.47999, -0.48274, -0.31747)  0.002
C (1.03625, 1.08952, 2.93107)  0.046
C (1.97377, 1.97677, 3.44983)  -0.004
N (1.43418, -0.27424, 2.76109)  0.004
C (2.26260, -0.98268, 3.55316)  0.001
C (2.56758, -2.15960, 2.90311)  0.002
C (1.87800, -2.08892, 1.69310)  0.003
N (1.19187, -0.94895, 1.62331)  0.002
H (2.15492, 5.05145, 4.83901)  0.001
H (3.19972, 4.73820, 3.45914)  0.004
H (3.36330, 3.76555, 4.91588)  0.001
H (0.02303, 4.70432, 3.62895)  -0.001
H (-1.58747, 3.16730, 2.63367)  0.001
H (-2.00958, 0.99146, 4.46325)  0.001
H (-4.30409, 1.32403, 5.23100)  -0.002
H (-6.64573, 1.92834, 4.62517)  0.001
H (-7.05895, 0.32548, 4.02821)  0.005
H (-7.22025, 1.72186, 2.96872)  0.001
H (-5.71363, 0.72248, 1.25355)  -0.002
H (-4.97834, 1.52531, -0.67702)  0.000
H (-4.29070, 0.18005, -2.97311)  0.000
H (-2.19212, -1.35827, -2.20588)  0.000
H (2.98137, 1.62456, 3.63578)  -0.001
H (2.56273, -0.59721, 4.51184)  0.000
H (3.20183, -2.95390, 3.25258)  0.000
H (1.86217, -2.76598, 0.85363)  0.000
N (-1.15135, -2.05461, 2.00809)  0.003
C (-2.26882, -2.94302, 1.83215)  0.000
C (-3.32046, -2.92211, 2.72981)  0.001
C (-4.36532, -3.81687, 2.56271)  0.000
C (-4.33804, -4.71266, 1.50349)  0.000
C (-3.28724, -4.69916, 0.59932)  0.001
C (-2.22477, -3.81025, 0.74688)  0.000
C (-1.15810, -3.69127, -0.28440)  0.001
C (-0.78707, -4.81314, -1.02973)  -0.001
C (-0.03286, -4.69184, -2.18197)  0.002
C (0.32245, -3.42960, -2.63533)  0.000
C (-0.00540, -2.30751, -1.88879)  0.003
C (-0.67823, -2.42915, -0.66973)  -0.003
H (-1.25386, -1.49069, 2.85003)  0.001
H (-0.29924, -2.60962, 2.09143)  0.000
H (-3.32274, -2.21295, 3.55058)  0.000
H (-5.19215, -3.81551, 3.25935)  0.000
H (-5.14939, -5.41498, 1.36937)  0.000
H (-3.30407, -5.36498, -0.25315)  0.000
H (-1.11848, -5.79107, -0.70306)  0.000
H (0.23383, -5.57351, -2.74927)  0.000
H (0.85519, -3.30396, -3.56962)  0.000
H (0.26913, -1.34065, -2.27909)  0.000
Cl (3.97114, -3.15934, -2.60136)  0.000
C (5.50666, -2.36433, -2.72323)  0.000
C (6.65124, -3.14314, -2.76092)  0.000
C (7.89693, -2.53990, -2.74452)  0.000
C (7.99467, -1.15883, -2.68045)  0.000
C (6.84170, -0.39658, -2.67159)  0.000
Cl (6.98214, 1.33396, -2.61388)  0.000
C (5.56327, -0.96791, -2.71601)  0.000
N (4.42786, -0.16482, -2.68833)  0.000
C (3.39199, -0.17202, -3.61450)  0.000
C (3.49930, -0.88901, -4.80757)  0.000
C (2.46864, -0.88892, -5.73005)  0.000
C (1.30743, -0.16921, -5.48901)  0.000
C (1.21490, 0.57341, -4.32217)  0.000
C (2.23998, 0.59760, -3.38433)  0.000
C (2.05048, 1.41054, -2.12288)  0.000
C (1.42543, 0.47299, -1.09920)  0.001
O (0.16433, 0.73969, -0.85145)  0.004
O (2.05591, -0.47666, -0.67754)  0.001
H (6.55348, -4.21930, -2.78028)  0.000
H (8.79204, -3.14539, -2.76739)  0.000
H (8.95654, -0.66708, -2.65382)  0.000
H (4.48542, 0.63180, -2.07882)  0.000
H (4.41204, -1.43057, -5.01954)  0.000
H (2.58387, -1.44315, -6.65233)  0.000
H (0.50012, -0.16549, -6.20837)  0.000
H (0.32104, 1.15556, -4.12387)  0.000
H (1.38302, 2.24856, -2.31654)  0.000
H (2.98257, 1.81226, -1.72384)  0.000
O (-2.86031, 3.50518, 0.55741)  0.007
S (-1.70349, 2.85299, -0.14266)  0.006
C (-1.96295, 3.15039, -1.91931)  0.001
C (-1.56869, 4.59997, -2.15246)  0.000
C (-0.21047, 4.73564, -1.46992)  0.001
C (-0.35406, 4.09778, -0.08750)  0.002
H (-3.00450, 2.91568, -2.12973)  0.000
H (-1.30652, 2.45606, -2.45126)  0.000
H (-2.30120, 5.25177, -1.67230)  0.000
H (-1.52929, 4.85275, -3.21209)  0.000
H (0.11503, 5.77326, -1.39540)  0.000
H (0.54084, 4.19797, -2.05294)  0.000
H (-0.71543, 4.80114, 0.66222)  0.000
H (0.55622, 3.61587, 0.26879)  0.000

Cartesian forces (eV/Å) of the 3 atoms listed first:
Ir -3.38 -0.33 1.33
C -0.02 -0.03 0.02
C -0.17 0.20 -0.03

Output
charge = +1
lowest unoccupied orbital energy (spin up / spin down) = -2.220 / -4.960 eV
HOMO-LUMO gap (spin up / spin down) = 7.08 / 4.34 eV
HOMO energy (spin up / spin down) = -0.34188 / -0.34187 hartree
calculated total energy = -3964.68172 hartree
energy relative to the best compared isomer or geometry (same formula, charge and spin) = 1.159 eV
2S+1 = 2

(3)
# C6H8N2O

The molecule C6H8N2O at a distorted geometry (wB97M-V/def2-TZVPD, the OMol25 dataset).

Each line ends with the natural charge from an NBO analysis.
Cartesian coordinates (Å):
C (1.75855, -1.13841, -0.25420)  -0.463
C (1.70434, 0.27161, 0.05501)  0.705
C (0.71477, -1.92448, -0.03174)  0.261
C (-0.18604, -2.89654, 0.05558)  -0.491
C (0.45087, 2.22541, -0.40916)  -0.284
C (-1.97452, 0.83816, 0.38384)  -0.455
N (-0.67188, 0.31123, 0.51996)  -0.378
N (0.29263, 0.99371, -0.01968)  -0.113
O (2.65311, 0.95734, 0.32202)  -0.498
H (2.77372, -1.53254, -0.39867)  0.265
H (-0.44039, -3.33385, 1.00185)  0.236
H (-0.81201, -3.26935, -0.74765)  0.240
H (-0.37902, 2.94487, -0.47146)  0.199
H (1.30827, 2.55935, -0.93956)  0.212
H (-2.14127, 1.21373, -0.67414)  0.178
H (-2.71335, 0.00002, 0.52544)  0.211
H (-2.33777, 1.77974, 1.08256)  0.176

Cartesian forces (eV/Å) of the 3 atoms listed first:
C -0.71 -0.72 0.83
C -0.14 1.63 -0.02
C -0.80 -1.92 -0.89

Output
lowest unoccupied orbital energy (spin up / spin down) = -0.017 / -0.017 eV
HOMO-LUMO gap (spin up / spin down) = 7.73 / 7.73 eV
HOMO energy (spin up / spin down) = -0.28478 / -0.28476 hartree
calculated total energy = -417.99480 hartree
energy relative to the best compared isomer or geometry (same formula, charge and spin) = 5.129 eV
2S+1 = 1

(4)
# C3H7N5O

A structure of composition C3H7N5O at a distorted geometry (wB97M-V/def2-TZVPD, the OMol25 dataset).

Each line ends with the natural charge from an NBO analysis.
Cartesian coordinates (Å):
C (-1.84428, 1.00445, -0.05604)  -0.461
C (-0.63829, -1.20447, 0.14637)  0.671
C (0.73744, 0.59772, 0.22909)  0.545
H (-1.31495, 2.12544, -0.72538)  0.191
H (-2.41244, 1.49040, 1.06897)  0.231
H (-2.84299, 0.37823, -0.76577)  0.311
H (-1.87809, -2.73656, -0.13554)  0.363
H (2.90479, -0.09086, -0.78492)  0.378
H (3.35421, -0.94782, 0.68752)  0.377
H (0.47169, 2.39660, -0.13189)  0.360
N (-0.63877, 0.22838, 0.34382)  -0.511
N (-1.86496, -1.68117, 0.01218)  -0.741
N (1.41461, -0.67530, 0.46986)  -0.041
N (2.65010, -0.83945, -0.14297)  -0.646
N (1.27635, 1.71264, -0.07038)  -0.695
O (0.62559, -1.75822, -0.14492)  -0.332

Cartesian forces (eV/Å) of the 3 atoms listed first:
C -1.51 3.22 0.32
C -4.61 -0.50 -1.86
C -1.53 -0.50 -0.86

Output
lowest unoccupied orbital energy = 0.661 eV
HOMO-LUMO gap = 10.04 eV
HOMO energy = -0.34472 hartree
calculated total energy = -467.31809 hartree
energy relative to the best compared isomer or geometry (same formula, charge and spin) = 6.275 eV
2S+1 = 1